Record 1
A structure of composition C13H21F9GaIO3P2 at a distorted geometry, computed with ωB97M-V/def2-TZVPD.

Each line ends with the Löwdin charge.
CARTESIAN COORDINATES (ANGSTROEM)
C 0.00418 0.48680 -5.09013  0.00
C 0.00898 0.94538 -3.67982  -0.24
H 0.01053 1.26556 -5.84364  0.11
H -0.86821 -0.15125 -5.27605  0.11
H 0.86517 -0.16627 -5.27618  0.11
O 0.01737 2.02087 -3.16837  0.14
I -0.02337 -2.97647 -1.43466  0.61
Ga 0.00080 -0.23971 -1.38507  0.23
P 2.32368 -0.11624 -0.79966  0.75
C 3.22725 1.12206 0.15829  -0.19
C 2.72744 -1.68144 0.03074  -0.27
H 3.81496 -1.80662 0.08276  0.09
H 4.36836 -0.18578 -1.99641  0.08
H 2.28811 -2.50882 -0.55335  -0.08
H 3.07991 -1.13421 -2.83189  0.07
H 3.04680 0.99234 1.23051  0.04
H 2.27137 -1.69729 1.02707  0.04
C 3.31419 -0.20459 -2.30341  -0.22
H 4.30309 1.01855 -0.03580  0.08
H 3.08650 0.66417 -2.92896  0.06
H 2.90554 2.12355 -0.14430  0.07
P -2.32002 -0.07814 -0.79152  0.75
C -3.19056 1.16825 0.18706  -0.19
C -3.31746 -0.13350 -2.29230  -0.22
H -2.33228 -2.47207 -0.56348  -0.08
H -3.84319 -1.74610 0.08161  0.09
H -2.29571 -1.67353 1.02233  0.04
C -2.75383 -1.64084 0.02764  -0.27
H -3.10428 -1.06455 -2.82712  0.07
H -4.37071 -0.09448 -1.98416  0.08
H -4.26845 1.10224 -0.01230  0.08
H -2.83809 2.16594 -0.09316  0.07
H -3.07288 0.73355 -2.91378  0.06
H -3.02030 1.01196 1.25758  0.04
C 0.02590 0.89913 0.85549  -0.45
O 0.07036 2.08156 0.92031  0.19
F -1.42460 2.11547 3.34749  0.18
C -1.30998 0.82716 3.76263  -0.47
F -1.40062 0.80773 5.11612  0.20
F -2.39371 0.17079 3.25384  0.15
C -0.01311 0.13476 3.28463  -0.05
O -0.02610 -0.06393 1.77864  0.04
C 1.29701 0.79889 3.76874  -0.47
F 1.42784 0.67646 5.11378  0.20
F 2.36851 0.18287 3.18431  0.14
F 1.40206 2.11463 3.45149  0.18
C -0.01927 -1.31786 3.69692  -0.51
F -0.03979 -1.49187 5.03530  0.21
F -1.09570 -1.95114 3.16707  0.17
F 1.07664 -1.94575 3.20028  0.17

## Properties
Net charge = +2
HOMO-LUMO gap (spin up / spin down) = 0.2328 / 0.2267 hartree
E_HOMO (spin up / spin down) = -15.43 / -15.43 eV
2S+1 = 1


Record 2
The molecule C4H6N2O2 at a distorted geometry, computed with ωB97M-V/def2-TZVPD.

Each line ends with the Löwdin charge.
CARTESIAN COORDINATES (ANGSTROEM)
C 0.30284 -1.57824 2.48925  -0.10
N 0.40668 -0.34970 1.77037  -0.07
C 0.20799 -0.12149 0.54478  -0.59
N 0.01344 -1.16153 -0.14150  0.09
C -0.09985 -0.63194 -1.43393  -0.08
C -0.08014 0.78951 -1.43535  -0.29
O -0.63536 1.78683 -2.24165  0.00
O -0.03869 1.10230 0.00341  0.09
H 0.41579 -2.43863 1.64799  0.13
H -0.85087 -1.59831 2.70499  0.11
H 1.00197 -1.37094 3.34333  0.09
H 0.62067 0.66827 2.40751  0.26
H -0.77893 -1.12856 -2.38567  0.18
H 0.05779 2.58674 -2.20287  0.17

## Properties
HOMO-LUMO gap = 0.3007 hartree
E_HOMO = -7.57 eV
SMILES = CNc1ncc(O)o1
2S+1 = 1


Record 3
A structure of composition C39H53N12O4PS3Tl at a distorted geometry, computed with ωB97M-V/def2-TZVPD.

Each line ends with the Löwdin charge.
CARTESIAN COORDINATES (ANGSTROEM)
Tl -1.81197 -2.80101 1.50559  0.96
O -4.31940 -3.49517 0.02620  -0.27
N -5.14982 -3.47426 0.94698  -0.32
C -5.70543 -4.64479 1.44031  -0.03
C -6.45940 -4.63110 2.64374  -0.11
C -6.76029 -3.41594 3.19355  -0.17
C -6.46286 -2.26109 2.55539  -0.14
C -5.47474 -2.18754 1.51450  -0.80
S -4.74127 -0.77355 1.04378  0.47
H -5.62737 -5.46753 0.76318  0.11
H -6.68992 -5.61501 3.16384  0.11
H -7.39338 -3.31117 4.05723  0.09
H -6.83489 -1.26121 2.90424  0.10
C 2.02326 -4.23087 0.39912  -0.01
C 1.17594 -4.97694 1.40968  -0.35
N 0.16967 -4.27872 2.04909  -0.13
C -0.39079 -5.27582 2.86790  -0.23
C 0.33461 -6.46061 2.80720  -0.08
N 1.32183 -6.24882 1.85180  -0.01
C 2.01355 -7.39784 1.04546  -0.06
N 3.11262 -8.11629 1.63008  -0.10
N 2.71871 -9.22499 2.28828  -0.13
N 3.71291 -9.87614 2.79240  -0.01
C 4.82118 -9.03578 2.71135  -0.29
C 6.12422 -9.31634 3.12403  -0.09
C 7.07093 -8.34381 2.80249  -0.15
C 6.75405 -7.09226 2.19126  -0.15
C 5.47696 -6.97108 1.63368  -0.10
C 4.48798 -7.85747 2.00792  -0.16
H 2.05696 -3.17658 0.76611  0.09
H 1.53099 -4.18459 -0.58335  0.09
H 3.06487 -4.56394 0.35663  0.07
H -1.21297 -4.81101 3.53607  0.09
H 0.32020 -7.54890 3.31268  0.16
H 2.27823 -6.77727 0.17776  0.11
H 1.24035 -8.10955 0.70095  0.13
H 6.42038 -10.16153 3.69616  0.07
H 8.12681 -8.63441 2.98864  0.09
H 7.47252 -6.33001 2.27089  0.05
H 5.19116 -6.09203 1.06111  0.08
C -4.29376 -0.71224 -7.59542  -0.28
N -3.91532 0.59564 -7.25563  -0.10
C -3.10805 1.16956 -8.31762  -0.23
N -2.07244 0.25846 -8.77210  -0.14
C -2.62799 -0.98087 -9.23799  -0.25
N -3.38064 -1.66862 -8.25158  -0.10
C -2.43580 -2.10623 -7.10708  -0.21
P -1.57793 -0.77088 -6.31311  0.68
C -2.90098 0.38166 -6.06987  -0.21
C -0.98842 0.15080 -7.69391  -0.22
H -5.17231 -0.52388 -8.27663  0.14
H -4.76385 -1.23062 -6.71531  0.14
H -2.69549 2.18347 -8.21052  0.13
H -3.67778 1.36911 -9.23174  0.12
H -1.86364 -1.56693 -9.70878  0.12
H -3.25580 -0.69667 -10.08359  0.13
H -1.65056 -2.68990 -7.59466  0.09
H -3.02721 -2.83500 -6.50810  0.12
H -2.39400 1.36234 -5.97589  0.10
H -3.60216 0.24597 -5.23026  0.11
H -0.17687 -0.42934 -8.16018  0.10
H -0.75525 1.21927 -7.39980  0.13
O 8.36131 7.72559 0.78595  0.02
C 6.95035 7.80016 0.87844  -0.44
O 6.46510 8.64789 1.58653  0.07
C 6.13326 6.84124 -0.01025  -0.19
C 6.61212 5.61827 -0.43190  -0.08
C 5.82336 4.68756 -1.11707  -0.17
C 4.51533 4.99886 -1.41868  -0.86
S 3.44105 3.81967 -1.96978  0.38
C 3.98232 6.26669 -0.96248  -0.13
C 4.77609 7.09580 -0.19339  -0.07
H 8.64392 6.84298 0.39282  0.10
H 7.63035 5.35804 -0.13608  0.09
H 6.24446 3.69949 -1.38149  0.10
H 2.98493 6.52847 -1.20572  0.07
H 4.29324 7.96454 0.23812  0.11
C 3.87796 2.14003 4.68320  -0.13
N 3.04899 1.18693 5.37767  -0.26
C 2.39165 0.13685 4.58519  -0.06
C 3.38964 0.84351 6.73268  -0.81
S 4.99074 0.97429 7.21851  0.61
N 2.40076 0.59642 7.61863  -0.24
C 1.12772 1.36970 7.47518  -0.04
C 2.43483 -0.38066 8.71219  -0.07
H 4.52032 1.67995 3.90382  0.09
H 4.50993 2.69402 5.41896  0.05
H 3.25029 2.84917 4.08065  0.10
H 3.15000 -0.39985 3.96414  0.10
H 1.65978 0.52296 3.91373  0.07
H 1.89859 -0.62983 5.24018  0.10
H 1.10730 1.85044 6.46038  0.10
H 1.08911 2.05760 8.30189  0.07
H 0.27072 0.64842 7.47920  0.09
H 2.02189 -1.32213 8.31351  0.09
H 1.73149 -0.04873 9.50891  0.09
H 3.47408 -0.48847 9.12523  0.07
O -0.79811 -1.06066 -4.97833  -0.38
C -4.74349 8.68568 -1.10054  -0.05
C -6.04722 8.40276 -1.94449  -0.53
C -6.94051 7.27142 -1.20981  -0.05
C -6.94301 9.66461 -2.04050  -0.06
C -5.55340 7.80607 -3.22748  -0.19
N -5.38748 7.56958 -4.36334  0.15
H -5.06167 8.77866 -0.06930  0.07
H -4.26149 9.58273 -1.37316  0.06
H -4.01040 7.86497 -1.22592  0.10
H -7.06483 7.43741 -0.13568  0.07
H -6.50294 6.25472 -1.42407  0.10
H -7.95832 7.31951 -1.64021  0.08
H -7.45599 9.91361 -1.12737  0.08
H -7.73343 9.53331 -2.79903  0.09
H -6.39078 10.50761 -2.45384  0.08

## Properties
Net charge = -2
HOMO-LUMO gap (spin up / spin down) = 0.0993 / 0.1774 hartree
E_HOMO (spin up / spin down) = -0.03 / -2.16 eV
<S²> = 0.78
2S+1 = 2


Record 4
The molecule C9H19N3O4 at a distorted geometry, computed with ωB97M-V/def2-TZVPD.

Each line ends with the Löwdin charge.
CARTESIAN COORDINATES (ANGSTROEM)
N -3.81716 -1.09017 -4.09275  -0.05
C -2.71420 -0.60421 -3.24114  -0.28
C -1.55799 -1.63588 -3.19679  -0.20
C -0.22130 -0.90182 -2.69140  -0.20
C -0.36428 -0.60117 -1.23992  -0.19
C 0.72371 -0.66093 -0.15180  -0.33
N 0.90573 -1.79759 0.64982  0.04
C 0.46688 0.52156 0.79410  -0.42
O -0.22404 1.51471 0.51419  0.03
N 1.12739 0.50856 1.95576  0.11
C 1.01288 1.70048 2.84256  -0.18
C 0.88821 1.21493 4.29534  -0.15
O 1.80196 0.12921 4.24847  -0.09
C 2.37048 2.43620 2.71268  -0.45
O 3.38986 2.07864 3.35361  0.05
O 2.39420 3.43248 1.90138  0.16
H -4.51543 -1.74293 -3.66103  0.08
H -3.62778 -1.42242 -5.01948  0.05
H -2.96841 -0.22905 -2.22353  0.12
H -2.39796 0.24053 -3.90134  0.11
H -1.68853 -2.46355 -2.57261  0.07
H -1.56622 -2.14423 -4.17079  0.10
H 0.61384 -1.58118 -2.84944  0.09
H 0.06605 0.03002 -3.36394  0.14
H -1.02603 -1.37577 -0.89357  0.11
H -0.70793 0.43138 -1.20252  0.10
H 1.74577 -0.45702 -0.61632  0.17
H 1.03111 -2.66297 0.12441  0.10
H 0.21122 -1.96896 1.35412  0.09
H 1.53327 -0.26209 2.50303  0.14
H 0.09044 2.18113 2.49101  0.15
H -0.19624 0.91872 4.34079  0.15
H 1.21879 1.93855 5.04415  0.13
H 2.67118 0.50691 4.16250  0.06
H 3.33055 3.81793 1.80049  0.19

## Properties
HOMO-LUMO gap = 0.3395 hartree
E_HOMO = -8.66 eV
SMILES = NCCCC[C@H](N)C(=O)N[C@@H](CO)C(=O)O
2S+1 = 1


Ordered ΔE to the lowest compared entry with this formula, charge and spin results: 38.8; 112.2; 0.0; 46.7; unit kcal per mole.